Record 1
Entry from the Open Molecules 2025 dataset: CHBr2P as an isolated structure at a distorted geometry (ωB97M-V/def2-TZVPD).

Its strongest force on any atom is 2.64 eV/Å. Its energy relative to the best compared isomer or geometry (same formula, charge and spin) is 0.0000 eV. Its charge is 0. The value obtained for the lowest unoccupied orbital energy is -0.7 eV. The value obtained for the gap between HOMO and LUMO is 8.50 eV. For the HOMO energy, the calculation gives -9.2 eV.

Atoms and positions in Å:
C1 -0.45166 0.00230 -0.05041
P1 0.90870 -1.02343 0.07292
Br1 -2.03268 -0.99673 0.05003
Br2 -0.36992 1.90768 0.05458
H1 1.94557 0.11018 -0.12712

Calculated atomic charges, method natural (NBO), unit e: atom 1 (C): -0.724, atom 2 (P): 0.471, atom 3 (Br): 0.147, atom 4 (Br): 0.143, atom 5 (H): -0.036

Record 2
Entry from the Open Molecules 2025 dataset: one molecule with the formula CHBr3O6S3 at a distorted geometry (ωB97M-V/def2-TZVPD).

Its strongest force on any atom is 3.75 eV/Å. Its energy relative to the best compared isomer or geometry (same formula, charge and spin) is 2.7442 eV. Its charge is 0. The value obtained for the lowest unoccupied orbital energy is -1.4 eV. The value obtained for the gap between HOMO and LUMO is 8.87 eV. For the HOMO energy, the calculation gives -10.3 eV.

Atoms and positions in Å:
C1 -0.28719 -0.14174 0.33509
O1 4.48495 0.98804 1.59037
O2 3.45780 -1.26381 1.49561
O3 1.17944 1.67679 -1.22792
O4 2.14428 0.91920 0.95134
O5 2.06259 -0.85434 -0.54042
O6 0.18250 -2.19875 -1.32113
S1 3.60947 0.08412 0.94333
S2 0.86747 1.10956 0.03672
S3 0.75866 -1.45672 -0.21928
Br1 4.24019 0.32749 -1.04447
Br2 0.22027 2.81329 1.15982
Br3 1.21299 -2.93498 1.17652
H1 -1.22401 -0.09637 -0.43788

Results of the natural (NBO) charge analysis, in e, for atoms 1 through 6: atom 1 (C): -1.037, atom 2 (O): -0.865, atom 3 (O): -0.838, atom 4 (O): -0.843, atom 5 (O): -0.926, atom 6 (O): -1.024